1.
Density functional theory data (the ωB97M-V functional and the def2-TZVPD basis) for 6 unconnected molecules or ions with the total composition C7H26NO5 at a distorted geometry.

Computed properties:
- orbital gap (Eh) = 0.3090
- net charge = +1
- molecular weight (g/mol) = 204.29
- HOMO energy (eV) = -11.4

Geometry as XYZ:
```
39
Properties=species:S:1:pos:R:3:forces:R:3
C -1.39882 -0.65310 1.20343 -2.0 1.0 -0.3
C -0.38298 0.33989 0.64729 -0.5 -3.2 -0.8
C -0.66459 0.46530 -0.84705 2.0 -0.3 -0.3
C -0.87118 1.86407 -1.18977 -1.0 3.3 -0.8
C -0.43751 2.31971 -2.39139 -2.9 0.9 0.7
C 0.56715 1.65719 -3.22952 2.0 1.5 0.7
C -1.84299 2.77221 -0.27716 1.1 -0.3 -1.2
N 0.94083 -0.27651 1.07404 -0.8 1.2 -3.7
H -2.04598 -1.12799 0.47526 1.0 -0.7 -0.9
H -2.24375 -0.11227 1.53584 -0.7 1.2 1.4
H -1.18105 -1.37874 1.94653 0.8 -0.3 0.7
H -0.38803 1.31830 1.04263 -0.1 0.8 0.9
H 0.12656 0.04443 -1.51614 -0.4 0.1 1.0
H -1.54850 -0.03896 -1.21554 -0.4 -0.4 0.7
H -1.05958 3.12781 -2.91767 1.4 -0.6 1.2
H 1.29835 2.59998 -3.45170 -1.4 -2.6 -0.5
H 0.05831 1.14146 -4.05648 0.9 0.4 -0.3
H 1.12911 0.94670 -2.56290 -0.3 0.6 -1.3
H -2.59712 2.16068 0.21807 -1.0 -0.1 -1.1
H -1.45873 3.13149 0.70271 1.0 0.4 -1.0
H -2.13898 3.66430 -0.93845 -0.1 -1.5 1.4
H 0.79662 -1.23139 1.16778 -0.2 -2.7 -0.3
H 1.73310 -0.09693 0.46151 0.2 0.3 -0.1
H 1.09055 0.02175 1.96803 1.4 1.4 3.2
H 3.03331 1.47118 -2.19888 -0.8 1.3 -1.8
H 4.20617 0.75720 -1.61905 -0.8 0.1 0.3
O 3.26246 0.97228 -1.45609 1.6 -1.5 1.7
H 2.07712 -2.75872 3.32197 -2.6 -0.4 -1.4
H 0.70320 -3.54275 3.19072 -0.8 -1.2 1.1
O 1.17361 -2.82717 2.81598 3.7 1.8 1.2
H 1.79955 -0.13689 4.15984 0.5 0.1 0.5
H 3.11123 0.56767 3.54755 -0.4 -0.2 0.4
O 2.16769 0.38041 3.44234 -0.1 0.2 -0.6
H 0.01859 -4.01408 0.14048 -0.4 -4.4 -3.2
H 0.70140 -3.46052 1.31692 -0.6 0.5 -0.8
O 0.03604 -3.26680 0.61219 0.9 3.8 3.2
H -3.50952 -2.11496 -2.47966 -0.3 -0.3 3.4
H -2.70309 -2.47396 -1.20944 2.2 -0.8 0.6
O -3.55862 -2.21228 -1.43424 -1.9 1.2 -4.0
```
Forces are in eV/Å.

Atom charges from the Mulliken analysis, given in e for atoms 1 to 4: -1.465 0.186 -0.591 0.825

2.
Density functional theory data (the ωB97M-V functional and the def2-TZVPD basis) for 9 unconnected molecules or ions with the total composition C36H72O9 at a distorted geometry.

Computed properties:
- orbital gap (Eh) = 0.3620
- molecular weight (g/mol) = 648.96
- SMILES = C1CCOC1.C1CCOC1.C1CCOC1.C1CCOC1.C1CCOC1.C1CCOC1.C1CCOC1.C1CCOC1.C1CCOC1
- HOMO energy (eV) = -9.4

Geometry as XYZ:
```
117
Properties=species:S:1:pos:R:3:forces:R:3
C -2.87478 3.60055 2.07824 -0.5 -0.1 -0.6
C -3.17041 2.37026 2.91661 0.1 -0.4 0.4
C -3.15714 1.27522 1.84131 0.2 0.9 0.6
O -3.74760 1.88671 0.68659 0.1 -0.4 -0.2
C -3.80607 3.28043 0.91340 -0.9 1.1 0.2
H -1.84139 3.62925 1.72667 0.1 0.0 0.2
H -3.15687 4.55691 2.51300 0.2 0.0 0.2
H -4.17755 2.41528 3.34165 0.0 0.2 -0.1
H -2.50344 2.16640 3.75628 0.2 0.1 -0.2
H -3.73024 0.41631 2.18217 0.1 -0.3 -0.4
H -2.11155 1.04950 1.61230 -0.1 -0.5 0.0
H -4.82630 3.56796 1.21960 0.0 -0.2 0.1
H -3.66743 3.87214 0.00668 0.5 -0.4 -0.1
C -0.49586 -1.58548 -1.07614 0.4 0.2 0.1
C -0.23758 -0.20011 -0.45324 -0.1 -0.8 0.1
C 0.35737 -0.55062 0.92260 0.2 -0.2 -0.5
O 0.68106 -1.94575 0.92702 -0.6 -0.4 0.0
C 0.51814 -2.48480 -0.37900 -0.2 0.5 -0.2
H -0.34565 -1.60948 -2.15561 -0.2 0.1 0.0
H -1.51091 -1.90002 -0.82650 0.0 -0.1 -0.1
H -1.20223 0.29732 -0.36805 0.3 0.5 -0.1
H 0.50088 0.36998 -1.01220 -0.3 0.2 -0.2
H -0.35938 -0.36428 1.72242 0.3 0.1 0.2
H 1.30409 -0.02251 1.04681 -0.2 0.4 0.4
H 0.13837 -3.50596 -0.34723 0.3 -0.1 0.3
H 1.48814 -2.44424 -0.88983 0.0 -0.2 -0.1
C -3.05279 -4.96411 0.37162 0.4 1.3 0.2
C -2.25720 -6.24471 0.63581 -0.6 0.3 -0.7
C -2.27559 -6.30536 2.15647 0.1 0.4 -0.5
O -2.05079 -4.95028 2.53358 0.2 0.0 0.1
C -2.84449 -4.12716 1.67226 0.1 -1.0 -0.1
H -4.12137 -5.09421 0.20799 0.0 -0.4 -0.1
H -2.65629 -4.39285 -0.47169 -0.1 -0.2 -0.1
H -1.24515 -6.11854 0.25101 0.1 0.0 0.2
H -2.71348 -7.05026 0.05906 0.1 -0.3 0.5
H -1.46924 -6.91819 2.54884 -0.1 0.0 0.3
H -3.26159 -6.60226 2.53212 0.1 -0.4 0.0
H -2.27784 -3.21216 1.51607 -0.2 0.2 0.0
H -3.81568 -3.95925 2.14792 0.1 0.4 0.0
C 3.62143 3.95421 0.47330 -0.8 0.2 -1.2
C 2.35600 4.77866 0.06556 -0.4 -1.4 0.4
C 1.27935 3.67378 -0.19725 0.4 0.3 0.7
O 1.86334 2.44570 0.22697 0.0 0.2 -0.6
C 3.25583 2.57300 -0.04475 0.1 -0.9 0.6
H 3.71800 3.91974 1.55310 0.3 0.2 0.0
H 4.46905 4.36957 -0.06714 0.4 -0.1 0.5
H 2.48048 5.34014 -0.85435 0.2 0.4 0.2
H 2.03575 5.35639 0.92697 0.0 0.6 -0.3
H 0.99353 3.61929 -1.24976 -0.1 0.0 0.0
H 0.41601 3.84893 0.44441 -0.2 -0.1 -0.3
H 3.51489 2.42963 -1.10323 -0.3 0.3 -0.1
H 3.69440 1.71942 0.47969 0.3 0.3 0.1
C 4.95098 -1.91387 1.30453 0.3 0.4 0.0
C 3.68515 -2.27632 2.09842 0.1 0.0 0.0
C 3.63188 -3.79583 1.94864 -0.4 0.1 -0.6
O 4.97304 -4.22367 1.81895 0.0 -0.1 0.1
C 5.65754 -3.25692 1.04131 0.1 0.2 0.2
H 5.60143 -1.23913 1.86482 0.0 -0.1 0.1
H 4.72839 -1.36327 0.38806 -0.1 -0.3 -0.1
H 2.80541 -1.79804 1.67241 -0.1 -0.1 0.1
H 3.76711 -1.98038 3.14503 0.1 0.0 0.0
H 3.06107 -4.01628 1.03039 0.1 -0.1 0.0
H 3.17178 -4.36149 2.75527 0.0 0.2 0.2
H 5.65308 -3.52796 -0.01969 -0.1 0.0 0.0
H 6.68600 -3.23537 1.40158 0.1 -0.1 -0.2
C -0.99906 4.20925 -3.72089 -0.4 0.2 0.3
C -1.53539 3.46480 -2.51353 0.4 -1.0 0.6
C -3.01545 3.34754 -2.80920 0.3 0.2 0.1
O -3.32834 4.61371 -3.38959 -0.5 0.0 0.3
C -2.19571 5.11797 -4.06721 0.5 0.0 -0.8
H -0.84042 3.48640 -4.52059 0.2 0.1 -0.1
H -0.09171 4.78174 -3.53700 0.1 -0.1 0.0
H -1.43661 3.96818 -1.54642 0.1 0.5 -0.3
H -1.05408 2.50077 -2.31384 -0.1 -0.1 -0.4
H -3.50357 3.19958 -1.84842 -0.6 0.1 -0.3
H -3.31087 2.55006 -3.49796 0.2 -0.1 0.0
H -2.03523 6.16526 -3.80263 0.0 -0.1 0.3
H -2.34043 5.09830 -5.15586 -0.3 0.0 0.1
C 3.59816 -0.19949 -3.50509 0.0 -0.5 0.4
C 3.75642 -0.71601 -4.93073 0.4 0.3 -0.1
C 4.98025 -1.62730 -4.79316 -0.4 0.3 -0.4
O 4.92709 -2.18730 -3.49705 -0.2 -0.2 0.0
C 4.06284 -1.40688 -2.66454 0.5 0.3 -0.3
H 2.58071 0.05704 -3.21145 0.0 0.2 -0.2
H 4.24988 0.65977 -3.34427 0.0 0.0 0.1
H 4.00430 0.07890 -5.63612 -0.3 0.1 0.0
H 2.86100 -1.22537 -5.28422 0.1 -0.2 0.0
H 5.89212 -1.02916 -4.91257 0.0 -0.1 0.1
H 4.98013 -2.40078 -5.56273 0.1 -0.2 0.2
H 4.66340 -1.10715 -1.80282 -0.3 0.0 0.1
H 3.21593 -2.02116 -2.35066 0.1 0.0 0.1
C 2.29487 0.85916 3.98206 0.5 -0.1 -0.5
C 2.06806 0.63043 5.48033 0.4 0.3 -0.1
C 1.37328 1.91933 5.87697 -0.6 -0.1 0.5
O 0.52790 2.20398 4.78054 0.0 0.4 -0.2
C 1.24338 1.88969 3.57575 -0.8 0.2 0.3
H 2.24480 -0.08212 3.43640 -0.2 0.1 -0.1
H 3.27973 1.28541 3.77428 0.1 -0.1 0.2
H 3.01144 0.48185 6.00576 -0.1 -0.1 0.1
H 1.42597 -0.23623 5.62319 -0.1 0.0 0.2
H 2.06780 2.74096 6.10246 0.2 -0.1 -0.3
H 0.72057 1.83642 6.74872 0.1 -0.1 0.0
H 1.66691 2.80610 3.15118 0.2 -0.1 0.1
H 0.48384 1.54317 2.87521 0.2 -0.2 -0.1
C -5.72820 -2.16327 -1.80939 -0.3 0.1 0.2
C -4.75002 -1.28545 -0.99371 -0.2 -0.4 -0.3
C -4.24710 -0.26798 -2.02392 0.4 0.6 0.5
O -4.59767 -0.73358 -3.31654 0.3 -0.6 0.2
C -5.81078 -1.46837 -3.16360 0.2 0.1 -0.1
H -6.72304 -2.26499 -1.37343 0.1 0.0 0.1
H -5.31924 -3.16682 -1.92148 0.0 0.0 0.0
H -3.92810 -1.93255 -0.68189 0.1 0.2 0.1
H -5.15025 -0.82484 -0.09315 -0.2 0.1 -0.1
H -3.16756 -0.18249 -1.85957 0.1 0.0 -0.8
H -4.63147 0.75325 -1.92685 -0.3 -0.2 0.4
H -5.87490 -2.18281 -3.98297 0.0 0.1 -0.1
H -6.66066 -0.77851 -3.21765 0.0 0.0 0.1
```
Forces are in eV/Å.

Atom charges from the Mulliken analysis, given in e for atoms 1 to 4: 0.145 -0.804 0.235 -0.341

3.
Density functional theory data (the ωB97M-V functional and the def2-TZVPD basis) for 2 unconnected molecules or ions with the total composition C3H10N4 at a distorted geometry.

Computed properties:
- orbital gap (Eh) = 0.3544
- net charge = +2
- molecular weight (g/mol) = 102.14
- HOMO energy (eV) = -18.3

Geometry as XYZ:
```
17
Properties=species:S:1:pos:R:3:forces:R:3
C -1.20846 1.71679 -2.58583 -0.2 -2.2 -1.3
C 0.00119 2.00050 -0.48199 0.5 0.4 -0.5
C 1.53021 2.44234 1.41406 4.3 1.6 1.5
N -0.63601 1.53300 -1.48646 0.6 -1.6 0.8
N 0.77786 2.18433 0.35421 -4.0 0.2 -3.1
N -0.72862 -1.56566 0.64619 0.1 0.0 0.7
N -0.06628 -2.83779 0.32854 0.1 1.4 1.6
H -1.46074 2.65617 -2.90894 -0.6 2.5 -0.8
H -1.45738 0.87595 -3.33637 0.4 1.0 1.7
H 1.31512 1.76614 2.14486 -0.6 -2.1 2.1
H 2.53604 2.18025 1.04000 0.1 0.3 0.6
H 1.58405 3.41159 1.93837 -0.6 0.1 -1.1
H -1.68472 -1.72616 1.01709 0.9 -0.1 -0.5
H -0.71923 -0.89188 -0.12913 0.0 -0.9 0.1
H 0.92360 -2.69146 0.08001 -0.3 0.2 0.1
H -0.52839 -3.27168 -0.43187 -0.6 -1.3 -1.0
H -0.04986 -3.42950 1.19597 -0.3 0.4 -0.9
```
Forces are in eV/Å.

Atom charges from the Mulliken analysis, given in e for atoms 1 to 4: -0.099 0.318 -0.593 -0.262

4.
Density functional theory data (the ωB97M-V functional and the def2-TZVPD basis) for 3 unconnected molecules or ions with the total composition C18H37NO7P at a distorted geometry.

Computed properties:
- orbital gap (Eh) = 0.3544
- net charge = +1
- molecular weight (g/mol) = 410.47
- HOMO energy (eV) = -11.9

Geometry as XYZ:
```
64
Properties=species:S:1:pos:R:3:forces:R:3
C -1.79638 -3.25069 1.65027 -0.2 0.1 0.8
C -0.46368 -2.36230 1.73015 0.8 -0.6 0.5
P -0.44515 -0.92523 0.45572 -1.1 -2.7 -2.0
C 0.99922 -1.34848 -0.68773 1.8 1.7 0.5
N -0.12263 0.52748 1.46503 -0.3 -0.1 2.0
C -1.45530 0.69102 2.20287 -3.6 0.1 -0.3
C -2.12497 2.12953 1.84511 0.1 1.1 -1.1
O -1.92317 3.15741 2.86896 0.6 -0.8 -1.0
C -1.38450 2.44985 0.41933 1.1 -0.8 1.5
C 0.06980 1.86614 0.82949 0.8 2.8 0.3
C 1.32942 2.14070 -0.11900 0.4 -0.1 0.4
C 2.34032 3.15572 0.65109 0.0 -0.1 -2.4
O 2.83462 2.60510 1.89446 0.9 -1.0 -1.3
C 3.68504 1.49072 1.68315 -2.5 -3.5 2.0
O 3.28376 0.38828 2.14890 1.7 4.1 -1.8
H -1.71271 -4.14819 0.94233 -0.1 1.7 0.8
H -1.98985 -3.70866 2.69295 0.3 0.8 -1.6
H -2.67373 -2.56309 1.41277 1.0 -1.1 0.1
H 0.41716 -3.06715 1.48469 -1.2 1.3 0.5
H -0.31500 -1.96617 2.80684 -0.2 -0.6 -1.7
H 0.96845 -2.39510 -1.13150 -0.3 1.4 0.8
H 1.99334 -1.18992 -0.11427 -1.3 -0.6 -0.9
H 1.00882 -0.53729 -1.51079 -0.2 -1.6 1.1
H 0.51763 0.27331 2.23749 0.6 0.8 -0.7
H -2.17006 -0.01804 1.63066 1.0 0.9 1.0
H -1.50507 0.34979 3.28994 0.7 0.8 -1.5
H -3.25133 2.16204 1.68195 1.4 -1.1 0.1
H -2.26042 4.01783 2.53857 0.2 -0.9 0.2
H -1.92895 1.95887 -0.47167 1.1 0.9 1.4
H -1.15118 3.56801 0.28534 -0.9 -1.6 0.0
H 0.30727 2.53366 1.74562 -0.4 -1.1 -1.2
H 1.95522 1.22373 -0.37353 -1.1 1.0 0.3
H 0.98192 2.59732 -1.10888 0.5 -0.6 1.4
H 1.78944 4.14463 0.78067 1.0 -1.3 0.5
H 3.24193 3.31083 -0.05436 -1.4 0.0 1.0
H 4.69059 1.52482 1.14017 -1.4 0.7 0.6
O -2.30479 2.34370 -2.50018 -0.3 0.7 0.0
C -2.48417 3.52951 -2.68284 0.0 -0.4 -0.4
O -3.70593 4.05748 -2.51259 0.0 -0.4 0.5
C -3.98794 5.46724 -2.51696 -0.1 0.3 -0.3
C -4.20713 5.97197 -3.92811 0.1 -0.1 -0.2
C -1.37486 4.40575 -3.19331 0.4 0.3 0.5
H -3.21292 6.02469 -1.98593 0.1 -0.1 -0.1
H -4.90817 5.59582 -1.94284 0.1 -0.3 0.0
H -3.31264 5.85054 -4.54240 0.0 0.1 0.1
H -4.47967 7.02972 -3.92039 0.0 -0.1 0.0
H -5.00501 5.40657 -4.41568 0.0 0.1 0.1
H -1.33023 4.33165 -4.28004 0.0 0.0 0.0
H -0.43228 4.05024 -2.77066 -0.1 -0.1 -0.2
H -1.46744 5.44931 -2.89819 -0.1 0.0 -0.2
O 0.25656 -5.43857 1.12055 0.6 -0.2 -0.5
C 1.39614 -5.71973 0.81442 -0.3 -0.2 0.3
O 1.63984 -6.39172 -0.32168 -0.5 0.3 -0.2
C 2.95045 -6.60786 -0.87017 0.3 -0.3 0.0
C 3.59619 -7.83648 -0.26371 0.0 -0.1 0.2
C 2.53980 -5.41067 1.73967 0.3 0.6 -0.1
H 3.57033 -5.71387 -0.77084 -0.1 0.0 0.1
H 2.80998 -6.76799 -1.94144 -0.3 0.1 0.2
H 3.74411 -7.72371 0.81220 0.1 0.0 -0.1
H 4.56628 -8.02978 -0.72722 -0.1 0.0 0.0
H 2.95783 -8.71199 -0.40534 0.1 0.1 -0.1
H 2.63078 -6.20889 2.47659 0.0 0.0 0.0
H 2.32384 -4.47115 2.25368 -0.1 -0.2 0.1
H 3.49119 -5.26829 1.23061 0.0 -0.2 0.0
```
Forces are in eV/Å.

Atom charges from the Mulliken analysis, given in e for atoms 1 to 4: -0.968 0.242 -0.020 -0.942

For reference, relative energy (zero: lowest compared OMol25 entry of this formula, charge and spin) by record: 68.62, 20.70, 93.14, 0.00 kcal/mol.